(a)
Formula: H18NO7
Source: OMol25
Level of theory: ωB97M-V with the def2-TZVPD basis set

Atoms and positions in Å:
N1 0.2594 0.8260 -0.5329
H1 0.2594 0.4230 0.4031
H2 1.1744 1.1660 -0.7919
H3 -0.3866 1.5530 -0.4719
H4 -0.0176 0.1130 -1.1669
O1 0.1364 -2.2830 -2.2699
H5 -0.5686 -1.6570 -2.5639
H6 -0.1256 -3.1160 -2.6169
O2 -1.6166 -0.7050 1.5561
H7 -2.1026 -1.2220 0.9161
H8 -1.0986 -1.3970 1.9301
O3 -1.6956 -0.4530 -3.0099
H9 -2.5566 -0.2970 -2.6889
H10 -1.8936 -0.8050 -3.9149
O4 1.6244 -1.5560 0.8181
H11 2.3334 -0.9530 0.6591
H12 1.7314 -1.5530 1.7691
O5 3.5244 0.3310 0.2431
H13 4.0894 -0.3650 -0.0419
H14 3.7624 0.5840 1.0931
O6 0.4734 1.8220 2.6341
H15 0.0274 2.1470 3.4371
H16 1.2034 1.2980 2.9721
O7 -2.5636 2.2320 0.3541
H17 -2.4766 1.6300 1.1301
H18 -3.4966 2.2360 0.1541

HOMO level, eV: -14.017
Charge: +1

Here are the natural (NBO) charges for atoms 1 to 5, given in e: number 1, N, carries -0.85; number 2, H, carries 0.48; number 3, H, carries 0.45; number 4, H, carries 0.45; number 5, H, carries 0.45


(b)
Formula: H18NO7
Source: OMol25
Level of theory: ωB97M-V with the def2-TZVPD basis set

Atoms and positions in Å:
N1 18.2155 5.3875 22.1265
H1 17.7653 4.7425 21.5487
H2 19.1348 4.9242 22.1554
H3 17.8353 5.3353 23.0916
H4 18.0389 6.3262 21.7315
O1 19.6952 7.5219 20.4663
H5 19.6518 6.8371 19.7894
H6 19.1920 8.2032 20.0795
O2 19.2741 4.2010 19.6485
H7 19.1887 3.4946 18.9642
H8 18.4523 4.5670 19.3862
O3 16.0172 6.9796 23.0703
H9 15.2761 7.2902 23.5621
H10 15.6527 6.3913 22.4347
O4 15.9822 4.1871 24.1410
H11 15.8088 3.4452 24.7082
H12 15.1707 4.6386 24.0422
O5 19.3795 2.5432 22.1082
H13 19.6777 2.4264 21.2188
H14 19.2753 1.6487 22.3660
O6 14.8519 5.5968 21.0980
H15 14.0396 5.9928 20.7422
H16 15.4645 5.8879 20.4440
O7 16.5611 3.9304 19.0702
H17 15.7162 3.7645 19.4922
H18 16.2303 4.3187 18.2440

HOMO level, eV: -14.794
Charge: +1

Here are the natural (NBO) charges for atoms 1 to 5, given in e: number 1, N, carries -0.88; number 2, H, carries 0.43; number 3, H, carries 0.48; number 4, H, carries 0.48; number 5, H, carries 0.47


Most stable structure: (a)


(a)
Formula: C10H14N4O5
Source: OMol25
Level of theory: ωB97M-V with the def2-TZVPD basis set

Atoms and positions in Å:
N1 -3.3555 -2.1887 -0.6396
C1 -2.7947 -0.9144 -0.9944
C2 -3.4850 0.3612 -0.5752
C3 -3.7591 0.2231 1.0003
O1 -3.3163 -0.5441 1.8173
O2 -4.6928 1.1674 1.2535
C4 -1.2332 -0.8505 -0.4854
O3 -0.9944 -1.5936 0.4390
N2 -0.3916 -0.0639 -1.1589
C5 0.8437 0.3994 -0.5617
C6 2.0374 -0.3427 -1.1778
C7 3.1985 -0.4989 -0.2760
C8 4.1189 -1.5234 -0.1677
N3 4.9560 -1.1528 0.8485
C9 4.6761 0.0617 1.2634
N4 3.6243 0.4620 0.6175
C10 0.6978 1.8971 -0.5169
O4 -0.1435 2.5374 -1.0308
O5 1.6567 2.5669 0.2068
H1 -2.8427 -2.9893 -0.9000
H2 -3.4514 -2.1580 0.3534
H3 -2.6976 -0.7926 -2.1213
H4 -2.9581 1.2958 -0.8770
H5 -4.4165 0.3394 -1.0483
H6 -4.7876 1.2112 2.2367
H7 -0.7415 0.3694 -2.0390
H8 0.7198 0.1684 0.5188
H9 1.6638 -1.3072 -1.5405
H10 2.3121 0.1977 -2.0239
H11 4.0999 -2.4725 -0.5808
H12 5.7126 -1.6169 1.3467
H13 5.2977 0.5236 1.9927
H14 2.3787 1.8864 0.4719

HOMO level, eV: -8.729
SMILES: N[C@@H](CC(=O)O)C(=O)N[C@@H](Cc1c[nH]cn1)C(=O)O
Charge: 0

Here are the natural (NBO) charges for atoms 1 to 5, given in e: number 1, N, carries -0.83; number 2, C, carries -0.11; number 3, C, carries -0.52; number 4, C, carries 0.80; number 5, O, carries -0.58


(b)
Formula: C10H14N4O5
Source: OMol25
Level of theory: ωB97M-V with the def2-TZVPD basis set

Atoms and positions in Å:
N1 0.0746 3.0352 -0.4554
C1 -0.7139 2.1185 0.3561
C2 -1.8592 1.5580 -0.4902
C3 -2.8495 0.5382 0.0857
O1 -3.7183 0.1128 -0.6351
O2 -2.7528 0.1749 1.3547
C4 0.1724 0.9756 0.8633
O3 -0.1657 0.3306 1.8704
N2 1.2500 0.6826 0.1204
C5 2.0437 -0.4907 0.3180
C6 1.6296 -1.6521 -0.6345
C7 0.2184 -2.0656 -0.3766
C8 -0.9079 -1.7821 -1.0989
N3 -1.9505 -2.3259 -0.3740
C9 -1.4077 -2.8653 0.7427
N4 -0.0985 -2.7539 0.7680
C10 3.5384 -0.2284 0.1829
O4 4.3743 -1.0857 0.2508
O5 3.8251 1.0652 -0.0568
H1 -0.5537 3.6259 -1.0018
H2 0.6761 3.6312 0.1086
H3 -1.1136 2.5853 1.2597
H4 -2.4887 2.4082 -0.8557
H5 -1.4422 1.1079 -1.3897
H6 -1.8785 0.3385 1.7463
H7 1.4409 1.3177 -0.6578
H8 1.8723 -0.8465 1.3387
H9 1.7390 -1.3321 -1.6291
H10 2.3143 -2.5103 -0.4608
H11 -1.0611 -1.2816 -2.0295
H12 -2.9631 -2.1554 -0.5318
H13 -2.0268 -3.3354 1.4835
H14 4.7826 1.1046 -0.1718

HOMO level, eV: -8.750
SMILES: N[C@@H](CC(=O)O)C(=O)N[C@@H](Cc1c[nH]cn1)C(=O)O
Charge: 0

Here are the natural (NBO) charges for atoms 1 to 5, given in e: number 1, N, carries -0.85; number 2, C, carries -0.14; number 3, C, carries -0.53; number 4, C, carries 0.81; number 5, O, carries -0.62


Most stable structure: (b)


(a)
Formula: C24H72O24
Source: OMol25
Level of theory: ωB97M-V with the def2-TZVPD basis set

Atoms and positions in Å:
O1 0.6130 2.0130 -5.1057
C1 1.2348 3.1373 -4.5929
C2 2.8125 2.7123 -4.5277
O2 3.0587 2.1551 -3.2699
H1 0.8154 1.2340 -4.5824
H2 1.3050 4.0104 -5.2415
H3 0.8441 3.5134 -3.6474
H4 3.2594 3.7063 -4.5457
H5 3.1347 2.0701 -5.3474
H6 3.8204 1.5751 -3.3408
O3 -2.4696 5.7842 -4.9180
C3 -2.3813 4.4543 -5.4233
C4 -2.8348 4.3249 -6.8315
O4 -4.2038 4.4205 -7.0169
H7 -3.3815 5.9939 -4.7032
H8 -1.3742 4.0516 -5.3154
H9 -3.0282 3.7727 -4.8710
H10 -2.4288 3.3269 -6.9966
H11 -2.4159 5.1244 -7.4427
H12 -4.4561 4.1965 -7.9157
O5 -0.6553 -4.5529 0.5876
C5 -0.8016 -5.9915 0.7471
C6 -0.5409 -6.6721 -0.5669
O6 0.7341 -6.4136 -1.1140
H13 0.1771 -4.4544 0.1197
H14 -0.0518 -6.3394 1.4576
H15 -1.7619 -6.3073 1.1549
H16 -1.3503 -6.3308 -1.2124
H17 -0.6993 -7.7498 -0.5254
H18 0.7513 -6.8720 -1.9573
O7 3.5484 0.5263 1.8038
C7 2.6551 -0.4542 2.3284
C8 3.0450 -0.7939 3.7641
O8 4.2976 -1.4750 3.7061
H19 4.1257 0.2097 1.1051
H20 1.5961 -0.2208 2.4391
H21 2.7492 -1.3236 1.6777
H22 2.3263 -1.3449 4.3708
H23 3.1206 0.1431 4.3159
H24 5.0355 -0.9282 3.9852
O9 3.0711 -3.0820 -3.5198
C9 1.9190 -3.9449 -3.4965
C10 0.6602 -3.2156 -3.1809
O10 0.4192 -2.2001 -4.0289
H25 2.9545 -2.4065 -4.1919
H26 1.9609 -4.6176 -4.3531
H27 2.0612 -4.4763 -2.5555
H28 0.6415 -2.8534 -2.1530
H29 -0.1756 -3.9139 -3.2222
H30 -0.4378 -2.4043 -4.4103
O11 2.9117 -4.6425 5.2765
C11 3.4615 -5.4998 4.2731
C12 3.1745 -4.9146 2.8585
O12 4.1203 -3.9892 2.4745
H31 3.5034 -4.5111 6.0210
H32 4.5445 -5.5987 4.3474
H33 3.0595 -6.4978 4.4479
H34 2.1484 -4.5540 2.7861
H35 3.1985 -5.7480 2.1564
H36 3.8979 -3.1548 2.8940
O13 2.8207 3.0248 0.6525
C13 3.9788 3.2266 -0.0908
C14 5.1478 3.8265 0.8143
O14 5.9263 2.8061 1.5555
H37 2.8596 2.1882 1.1218
H38 4.2689 2.3474 -0.6662
H39 3.8288 4.0426 -0.7977
H40 4.6074 4.4942 1.4853
H41 5.8440 4.4067 0.2086
H42 6.6263 3.2319 2.0558
O15 -4.8226 0.9559 -0.0250
C15 -4.6148 -0.2919 -0.6212
C16 -4.2308 -0.3947 -2.1696
O16 -5.3806 -0.5943 -2.9494
H43 -4.3641 1.1113 0.8040
H44 -3.6375 -0.4540 -0.1666
H45 -5.2118 -1.1101 -0.2183
H46 -3.5504 -1.2412 -2.2623
H47 -3.6212 0.3872 -2.6227
H48 -5.7595 0.2877 -2.9351
O17 -3.5322 5.8606 -0.9433
C17 -3.1663 4.9601 0.0603
C18 -2.9979 3.5777 -0.5529
O18 -1.9133 3.7699 -1.5744
H49 -2.9719 5.6612 -1.6968
H50 -2.2219 5.2066 0.5456
H51 -3.9091 4.9399 0.8578
H52 -3.8466 3.3931 -1.2115
H53 -2.9227 2.7935 0.2004
H54 -1.3772 2.9735 -1.5728
O19 -4.6952 1.8621 4.1897
C19 -3.6193 2.6839 4.6454
C20 -2.6276 3.0171 3.4621
O20 -1.6112 3.8871 3.8776
H55 -5.5258 2.3339 4.0948
H56 -4.0014 3.5286 5.2186
H57 -3.0889 2.0589 5.3638
H58 -3.1371 3.5540 2.6620
H59 -2.1757 2.0803 3.1361
H60 -0.7913 3.6794 3.4233
O21 -0.8691 -2.1599 6.8846
C21 -0.7299 -1.4743 5.6520
C22 -0.4026 -2.6123 4.6630
O22 -1.5126 -3.4589 4.5836
H61 -1.2894 -3.0214 6.8312
H62 -1.6965 -0.9880 5.5207
H63 0.0385 -0.7020 5.6178
H64 0.2360 -3.4035 5.0558
H65 -0.2082 -2.2658 3.6480
H66 -1.1687 -4.3338 4.3892
O23 0.1348 -1.7451 0.4630
C23 0.0922 -0.8418 -0.6286
C24 -0.2422 0.6704 -0.2990
O24 -0.2314 1.5159 -1.4302
H67 -0.4816 -2.4789 0.4066
H68 1.0721 -0.8606 -1.1056
H69 -0.5147 -1.2256 -1.4487
H70 0.4343 1.0625 0.4604
H71 -1.2524 0.7504 0.1025
H72 0.6898 1.4935 -1.6994

HOMO level, eV: -9.554
SMILES: OCCO.OCCO.OCCO.OCCO.OCCO.OCCO.OCCO.OCCO.OCCO.OCCO.OCCO.OCCO
Charge: 0

Here are the Löwdin charges for atoms 1 to 5, given in e: number 1, O, carries -0.07; number 2, C, carries -0.23; number 3, C, carries -0.22; number 4, O, carries -0.08; number 5, H, carries 0.08


(b)
Formula: C24H72O24
Source: OMol25
Level of theory: ωB97M-V with the def2-TZVPD basis set

Atoms and positions in Å:
O1 -0.3035 -0.8717 4.8763
C1 -0.4004 -1.3537 3.5780
C2 0.0934 -2.7281 3.2823
O2 -0.1600 -3.6888 4.2782
H1 0.6202 -0.5497 5.0557
H2 -1.4014 -1.3544 3.2391
H3 0.0595 -0.6032 2.9090
H4 1.1314 -2.6569 3.1183
H5 -0.4331 -2.9927 2.3138
H6 0.4803 -3.5105 4.9743
O3 3.8908 -0.9395 3.6415
C3 3.1865 0.0221 2.7930
C4 3.8330 1.3767 3.0015
O4 3.1307 2.3695 2.2855
H7 4.6525 -1.2383 3.0814
H8 3.1430 -0.3676 1.7878
H9 2.1946 0.0318 3.1588
H10 4.8849 1.4548 2.7379
H11 3.7976 1.6896 4.0461
H12 3.4664 2.3195 1.3692
O5 0.9465 2.2390 3.6429
C5 -0.0433 3.2250 3.3859
C6 -1.4176 2.9130 3.9291
O6 -2.3077 3.8115 3.2264
H13 1.6902 2.5922 3.1364
H14 0.3358 4.1494 3.7717
H15 -0.0943 3.3536 2.3053
H16 -1.4340 3.0014 4.9906
H17 -1.8281 1.8908 3.7648
H18 -3.0911 3.3573 2.8929
O7 1.6448 -3.3630 -1.4729
C7 2.5776 -3.8784 -0.5118
C8 3.0353 -2.7024 0.4154
O8 4.1565 -3.1601 1.0650
H19 1.4417 -4.1491 -1.9963
H20 2.0181 -4.6614 0.1436
H21 3.3315 -4.4076 -1.0163
H22 2.2400 -2.5248 1.1278
H23 3.2393 -1.8359 -0.2190
H24 3.8974 -3.8454 1.7127
O9 3.2281 0.6280 -2.0756
C9 3.3143 1.7043 -3.0238
C10 4.7296 1.7890 -3.6667
O10 4.9350 0.6753 -4.5500
H25 3.4368 1.0026 -1.1953
H26 2.5600 1.5486 -3.8108
H27 3.0894 2.6725 -2.6148
H28 5.5605 1.6907 -2.9772
H29 4.8191 2.7496 -4.2452
H30 5.2224 -0.0906 -3.9841
O11 0.0813 -0.6392 -3.8622
C11 -0.0731 0.3655 -4.7566
C12 -0.7686 1.5586 -4.0644
O12 -1.2093 2.4925 -5.0125
H31 0.0356 -1.5123 -4.3538
H32 0.7860 0.6222 -5.1805
H33 -0.7201 0.0364 -5.5368
H34 -0.0308 2.0370 -3.4647
H35 -1.6432 1.2208 -3.4268
H36 -0.4193 2.7483 -5.5207
O13 -2.2881 -0.9573 -2.6934
C13 -2.2752 -2.3240 -2.5864
C14 -3.7278 -2.6982 -2.8872
O14 -4.0164 -3.9872 -2.4418
H37 -1.3838 -0.7849 -2.9727
H38 -1.6594 -2.6517 -3.3702
H39 -1.9593 -2.7415 -1.6528
H40 -3.9756 -2.6750 -3.9348
H41 -4.3511 -1.9607 -2.3629
H42 -4.9632 -4.1656 -2.4237
O15 -3.9568 2.3973 -0.3406
C15 -2.5640 2.5329 -0.5924
C16 -2.4622 3.4144 -1.8102
O16 -1.1806 3.8670 -2.0940
H43 -4.3894 2.4473 -1.2017
H44 -2.2101 2.9321 0.3709
H45 -2.2720 1.4990 -0.7831
H46 -3.0817 4.2989 -1.6880
H47 -2.9118 2.8932 -2.6162
H48 -1.0593 3.9909 -2.9829
O17 -0.6542 -7.2220 2.0412
C17 -0.1524 -6.0987 1.3559
C18 -1.3589 -5.3505 0.7229
O18 -0.7399 -4.4059 -0.1300
H49 0.0512 -7.6596 2.5329
H50 0.3518 -5.4353 2.0608
H51 0.5807 -6.3972 0.5861
H52 -1.9169 -4.7763 1.4456
H53 -2.1273 -5.8819 0.2025
H54 -0.2459 -4.9555 -0.7913
O19 -0.0670 -1.2274 0.3111
C19 0.1427 -0.1375 -0.5968
C20 0.4125 1.0758 0.2368
O20 0.6177 2.2772 -0.4697
H55 -0.1246 -2.0903 -0.1054
H56 0.9036 -0.2892 -1.2760
H57 -0.7214 -0.0419 -1.1698
H58 1.3494 0.8776 0.7009
H59 -0.2496 1.1593 1.1295
H60 -0.1631 2.4641 -0.9679
O21 -2.6063 0.0973 1.4267
C21 -3.6314 -0.5371 0.7021
C22 -3.5511 -1.9521 0.9859
O22 -4.6461 -2.5325 0.3254
H61 -1.7684 -0.1916 1.1772
H62 -4.6011 -0.0488 0.9447
H63 -3.3783 -0.4371 -0.3551
H64 -3.6173 -1.9960 2.0584
H65 -2.6615 -2.3592 0.5759
H66 -4.4614 -2.4789 -0.6286
O23 -1.1589 6.6021 0.0102
C23 -0.4941 5.6225 0.7285
C24 0.8833 5.5103 0.0988
O24 1.6366 4.4695 0.7600
H67 -0.4648 7.2605 -0.2537
H68 -0.4094 5.8173 1.8255
H69 -0.9873 4.7199 0.7009
H70 1.4535 6.4096 0.3145
H71 0.7220 5.4465 -0.9895
H72 1.4027 3.6524 0.3374

HOMO level, eV: -9.330
SMILES: OCCO.OCCO.OCCO.OCCO.OCCO.OCCO.OCCO.OCCO.OCCO.OCCO.OCCO.OCCO
Charge: 0

Here are the Löwdin charges for atoms 1 to 5, given in e: number 1, O, carries -0.04; number 2, C, carries -0.29; number 3, C, carries -0.26; number 4, O, carries -0.04; number 5, H, carries 0.12


Most stable structure: (b)